No. 1
{"formula": "C44H51N6O6PPdS2", "method": "wB97M-V/def2-TZVPD", "homo_ev": -8.088, "e_tot_ha": -3752.8762, "elements": ["Pd", "O", "S", "C", "C", "C", "C", "S", "O", "C", "C", "C", "C", "C", "C", "C", "C", "C", "C", "C", "C", "H", "H", "H", "H", "H", "H", "H", "H", "H", "H", "H", "H", "H", "H", "H", "H", "H", "H", "C", "C", "C", "C", "O", "P", "O", "O", "O", "C", "C", "C", "C", "H", "H", "H", "H", "H", "H", "H", "H", "H", "H", "H", "H", "H", "H", "H", "H", "H", "H", "N", "C", "C", "C", "C", "C", "C", "C", "C", "C", "H", "H", "H", "H", "C", "C", "N", "C", "C", "N", "C", "N", "N", "N", "C", "C", "C", "C", "C", "C", "H", "H", "H", "H", "H", "H", "H", "H", "H", "H", "H"], "xyz": [[0.2204, 0.3776, -0.7091], [0.4582, 4.1434, -1.3364], [0.1406, 5.4932, -0.8070], [-0.7461, 5.3201, 0.7598], [-0.1446, 4.4136, 1.8289], [-0.3935, 2.9131, 1.6486], [-1.8857, 2.5820, 1.7416], [-2.5332, 1.7398, 0.2443], [-1.5245, 1.9032, -0.8715], [-3.8267, 2.8918, -0.1713], [-3.7507, 3.6156, -1.3495], [-4.8038, 4.4575, -1.6879], [-5.9146, 4.5565, -0.8646], [-5.9820, 3.8147, 0.3099], [-4.9382, 2.9739, 0.6588], [1.6751, 6.1308, -0.1378], [1.8122, 7.4746, 0.1808], [3.0361, 7.9385, 0.6390], [4.1112, 7.0647, 0.7563], [3.9633, 5.7258, 0.4235], [2.7383, 5.2514, -0.0265], [-1.7551, 5.0123, 0.4702], [-0.8122, 6.3520, 1.1172], [-0.5876, 4.7188, 2.7827], [0.9270, 4.6041, 1.9187], [0.1457, 2.3711, 2.4246], [0.0151, 2.5887, 0.6900], [-2.4685, 3.4903, 1.8910], [-2.1127, 1.8837, 2.5459], [-2.8767, 3.5070, -1.9790], [-4.7548, 5.0328, -2.6033], [-6.7350, 5.2068, -1.1381], [-6.8525, 3.8844, 0.9487], [-4.9879, 2.3891, 1.5707], [0.9761, 8.1546, 0.0635], [3.1564, 8.9840, 0.8909], [5.0702, 7.4342, 1.0954], [4.8036, 5.0471, 0.5047], [2.5892, 4.2174, -0.3132], [-4.9603, -0.9507, -0.2020], [-4.3349, -2.0950, 0.5878], [-5.2629, -2.5518, 1.7015], [-3.9963, -3.2570, -0.3397], [-3.1680, -1.5644, 1.2662], [-1.7235, -1.3696, 0.5971], [-1.0556, -0.2716, 1.3697], [-1.7714, -1.1071, -0.8730], [-0.9727, -2.7729, 0.8123], [-0.6962, -3.4146, 2.0900], [-0.8328, -2.4825, 3.2878], [-1.6569, -4.5857, 2.2241], [0.7422, -3.8982, 1.9806], [-5.8595, -1.2933, -0.7173], [-4.2524, -0.5777, -0.9434], [-5.2317, -0.1314, 0.4662], [-6.2219, -2.8656, 1.2866], [-5.4362, -1.7348, 2.4025], [-4.8342, -3.3911, 2.2504], [-4.9150, -3.6067, -0.8133], [-3.5554, -4.0862, 0.2125], [-3.3003, -2.9453, -1.1181], [-1.8361, -2.0663, 3.3671], [-0.1309, -1.6537, 3.2241], [-0.6242, -3.0643, 4.1879], [-2.6740, -4.2278, 2.3840], [-1.3733, -5.2102, 3.0729], [-1.6373, -5.1977, 1.3221], [1.4239, -3.0487, 1.9567], [0.8815, -4.4779, 1.0665], [0.9985, -4.5321, 2.8315], [9.0234, 4.6031, -2.2350], [8.0109, 4.0924, -2.0466], [6.7441, 3.4533, -1.8091], [6.5939, 2.5851, -0.7302], [5.3726, 1.9791, -0.5011], [4.2838, 2.2246, -1.3437], [4.4490, 3.1012, -2.4223], [5.6665, 3.7100, -2.6555], [3.0091, 1.6225, -1.1067], [1.9133, 1.1337, -0.9501], [7.4334, 2.3916, -0.0762], [5.2483, 1.3118, 0.3413], [3.6018, 3.3034, -3.0637], [5.7880, 4.3890, -3.4885], [-0.0784, -2.2818, -2.9486], [0.9664, -2.2314, -1.8951], [1.2158, -1.2853, -1.0005], [2.3652, -1.6483, -0.3214], [2.7985, -2.8366, -0.7855], [1.9163, -3.1886, -1.7872], [2.0072, -4.3778, -2.6153], [2.2887, -5.5492, -1.8456], [3.5738, -5.8459, -1.5198], [3.5920, -6.8003, -0.6766], [2.2865, -7.1566, -0.3939], [1.7783, -8.1331, 0.4691], [0.4116, -8.2518, 0.5398], [-0.4413, -7.4295, -0.2311], [0.0453, -6.4643, -1.0805], [1.4375, -6.3438, -1.1323], [-0.7379, -1.4282, -2.8549], [-0.6950, -3.1756, -2.8374], [0.3855, -2.2892, -3.9374], [2.7707, -1.0370, 0.4606], [3.6451, -3.4470, -0.5279], [2.8008, -4.2625, -3.3529], [1.0586, -4.5163, -3.1261], [2.4409, -8.7606, 1.0486], [-0.0296, -8.9900, 1.1956], [-1.5115, -7.5638, -0.1444], [-0.6140, -5.8344, -1.6634]], "lowdin_charge": [0.967, -0.516, 0.957, -0.323, -0.212, -0.225, -0.287, 0.998, -0.565, -0.387, -0.065, -0.070, -0.084, -0.079, -0.094, -0.394, -0.089, -0.082, -0.078, -0.060, -0.073, 0.075, 0.090, 0.117, 0.107, 0.119, 0.054, 0.081, 0.089, 0.111, 0.107, 0.103, 0.105, 0.115, 0.108, 0.103, 0.104, 0.102, 0.088, -0.032, -0.617, -0.025, -0.029, -0.165, 0.203, -0.356, -0.327, -0.161, -0.602, -0.040, -0.022, -0.019, 0.090, 0.076, 0.076, 0.090, 0.089, 0.075, 0.092, 0.069, 0.073, 0.080, 0.081, 0.093, 0.068, 0.092, 0.069, 0.078, 0.071, 0.093, 0.148, -0.190, -0.244, -0.034, -0.027, -0.257, -0.021, -0.024, -0.110, -0.148, 0.118, 0.115, 0.125, 0.120, 0.003, -0.298, -0.043, -0.105, -0.032, 0.007, -0.063, -0.060, 0.054, 0.083, -0.230, -0.008, -0.077, -0.084, -0.011, -0.181, 0.064, 0.086, 0.096, 0.113, 0.118, 0.148, 0.128, 0.115, 0.104, 0.107, 0.111]}

---

No. 2
{"formula": "C45H64ClN4O4Ti", "method": "wB97M-V/def2-TZVPD", "spin_multiplicity": 3, "homo_ev": [-5.021, -5.221], "e_tot_ha": -3582.8833, "charge": -1, "elements": ["Ti", "C", "N", "C", "C", "C", "N", "C", "C", "C", "C", "C", "C", "C", "O", "C", "C", "C", "C", "C", "C", "C", "C", "C", "C", "C", "C", "C", "C", "C", "O", "C", "C", "C", "C", "C", "C", "C", "C", "H", "H", "H", "H", "H", "H", "H", "H", "H", "H", "H", "H", "H", "H", "H", "H", "H", "H", "H", "H", "H", "H", "H", "H", "H", "H", "H", "H", "H", "H", "H", "H", "H", "H", "H", "H", "H", "H", "H", "H", "H", "H", "H", "H", "H", "H", "H", "H", "H", "H", "H", "H", "H", "H", "N", "C", "C", "C", "C", "C", "C", "C", "C", "N", "C", "H", "H", "H", "H", "H", "H", "H", "H", "Cl", "C", "C", "O", "O", "H", "H"], "xyz": [[0.9491, 1.8318, -0.3407], [-0.7601, 6.0245, 2.2077], [0.1345, 4.8827, 2.5906], [0.8035, 5.1147, 3.8537], [-0.4570, 3.5385, 2.5681], [-1.1409, 3.2869, 1.2547], [-1.0529, 1.9752, 0.6851], [-1.1736, 0.9322, 1.7253], [-0.5279, -0.4540, 1.5238], [-1.2398, -1.5794, 1.8071], [-0.6566, -2.8550, 1.8475], [0.7297, -2.8344, 1.8390], [1.4918, -1.7002, 1.6874], [0.8795, -0.4850, 1.4288], [1.4408, 0.6586, 1.1210], [3.0061, -1.7062, 1.8700], [3.5713, -2.9838, 2.5628], [3.7012, -1.5139, 0.4438], [3.6410, -0.5191, 2.6592], [-1.4684, -4.0910, 1.8905], [-1.4952, -4.6853, 3.3055], [-2.8824, -3.8633, 1.3934], [-0.8593, -5.1929, 0.9778], [-2.1263, 1.8848, -0.2988], [-2.2298, 0.5913, -1.1210], [-3.4562, -0.0265, -1.2506], [-3.6975, -1.1656, -2.0312], [-2.5518, -1.7100, -2.6021], [-1.2805, -1.1750, -2.4672], [-1.0967, -0.0207, -1.6385], [0.1199, 0.5006, -1.4345], [-0.0411, -1.8819, -3.2180], [1.0622, -2.3033, -2.2079], [0.4929, -0.8200, -4.2346], [-0.3843, -3.2086, -3.9723], [-5.1568, -1.6743, -2.2748], [-5.5403, -2.5927, -1.0421], [-5.2832, -2.5520, -3.5535], [-6.1137, -0.4857, -2.4676], [-1.5267, 6.1541, 2.9856], [-1.3311, 5.8663, 1.3068], [-0.1037, 6.8919, 2.0473], [0.0152, 5.0824, 4.6158], [1.3081, 6.0421, 3.7448], [1.5361, 4.2886, 4.0391], [-1.2751, 3.3949, 3.3105], [0.3357, 2.8237, 2.7730], [-0.7993, 4.0103, 0.5168], [-2.2108, 3.6775, 1.3154], [-2.1676, 0.8294, 2.2478], [-0.5947, 1.2215, 2.6196], [-2.3223, -1.5638, 1.9547], [1.2448, -3.7709, 2.1683], [3.2142, -3.9500, 2.1083], [3.3572, -2.9710, 3.6520], [4.6849, -2.8960, 2.3846], [3.4523, -2.1214, -0.4109], [4.8246, -1.3954, 0.5660], [3.4788, -0.4500, 0.2025], [3.1348, -0.4075, 3.6212], [3.4248, 0.4059, 2.0677], [4.6951, -0.6504, 2.8714], [-1.6941, -3.8594, 3.9896], [-0.6573, -5.3078, 3.6094], [-2.3294, -5.3412, 3.3127], [-3.4174, -3.0408, 1.8286], [-3.5350, -4.7773, 1.4270], [-2.8704, -3.5208, 0.3907], [0.0031, -5.7027, 1.2935], [-0.6391, -4.6546, 0.0004], [-1.6856, -5.8350, 0.8442], [-2.1543, 2.7255, -1.0100], [-3.0976, 2.0150, 0.2404], [-4.2193, 0.5223, -0.7032], [-2.7007, -2.6042, -3.2258], [1.2946, -1.3411, -1.7981], [1.9127, -2.8188, -2.7228], [0.6707, -3.0244, -1.5019], [0.2929, 0.2038, -3.9589], [0.0422, -1.0182, -5.2420], [1.5632, -0.9324, -4.2918], [-0.5665, -3.9964, -3.2289], [0.5409, -3.6447, -4.4424], [-1.1421, -3.1637, -4.8003], [-4.8513, -3.3792, -1.0482], [-6.5507, -3.0641, -1.2110], [-5.5390, -2.0741, -0.0719], [-4.5950, -3.3966, -3.5970], [-5.0394, -1.9664, -4.4630], [-6.2999, -2.9181, -3.7446], [-6.3834, 0.0729, -1.5808], [-6.9948, -0.9699, -2.8510], [-5.7323, 0.2789, -3.1715], [2.3623, 3.1553, 0.8070], [3.6258, 2.5908, 0.8150], [4.5316, 2.6752, 1.8315], [5.7979, 2.0540, 1.8220], [6.1216, 1.3220, 0.7000], [5.2454, 1.2046, -0.4360], [5.4871, 0.5823, -1.6727], [4.5584, 0.5198, -2.6366], [3.2314, 0.9574, -2.3946], [3.0457, 1.5875, -1.2700], [3.9617, 1.8619, -0.3490], [2.0490, 4.2937, -0.2319], [2.3196, 3.6998, 1.6880], [4.2368, 3.1786, 2.7364], [6.4044, 1.9021, 2.7133], [7.0939, 0.8530, 0.6072], [6.4280, 0.1682, -1.9324], [4.7798, 0.1085, -3.5965], [2.3661, 0.7936, -3.0113], [-3.1400, 5.7907, -0.7558], [-0.4213, 5.3267, -2.3464], [0.4569, 4.5475, -1.6431], [1.4910, 5.1451, -0.9902], [0.3471, 3.2647, -1.5405], [-0.4358, 6.4233, -2.2313], [-1.2973, 4.8729, -2.7494]], "lowdin_spin": [0.924, 0.000, 0.000, 0.000, 0.002, 0.007, 0.005, 0.000, 0.000, 0.000, 0.000, 0.000, 0.000, 0.000, -0.006, 0.000, 0.000, 0.000, 0.000, 0.000, 0.000, 0.000, 0.000, 0.001, 0.001, 0.001, -0.001, 0.000, -0.001, 0.007, 0.034, 0.000, 0.000, 0.000, 0.000, 0.000, 0.000, 0.000, 0.000, 0.000, -0.001, 0.000, 0.000, 0.000, 0.000, 0.000, 0.001, 0.001, 0.001, 0.000, 0.000, 0.000, 0.000, 0.000, 0.000, 0.000, 0.000, 0.000, 0.000, 0.000, 0.000, 0.000, 0.000, 0.000, 0.000, 0.000, 0.000, 0.000, 0.000, 0.000, 0.000, -0.001, 0.000, 0.000, 0.000, 0.000, 0.000, 0.000, 0.000, 0.000, 0.000, 0.000, 0.000, 0.000, 0.000, 0.000, 0.000, 0.000, 0.000, 0.000, 0.000, 0.000, 0.000, 0.008, 0.001, 0.002, 0.000, 0.001, 0.000, 0.002, 0.000, 0.005, 0.003, 0.000, 0.000, 0.003, 0.000, 0.000, 0.000, 0.000, 0.000, 0.000, 0.116, 0.510, 0.152, 0.113, 0.082, 0.013, 0.014]}

---

No. 3
{"formula": "C4H11N4", "method": "wB97M-V/def2-TZVPD", "homo_ev": -12.226, "e_tot_ha": -377.7854, "charge": 1, "elements": ["C", "C", "C", "C", "N", "N", "N", "N", "H", "H", "H", "H", "H", "H", "H", "H", "H", "H", "H"], "xyz": [[0.1197, -1.2584, 1.8379], [0.8103, -2.3759, 2.0591], [-1.1371, 2.7240, -2.5831], [0.6670, -0.9280, -0.5322], [-0.1881, 2.4102, -1.8240], [0.1770, -0.5324, 0.6151], [-0.6359, -0.5817, 2.7756], [0.7042, -0.1617, -1.5897], [0.7190, -2.8879, 2.9974], [1.5011, -2.7935, 1.3549], [-1.7042, 1.9227, -3.0443], [-1.4504, 3.7376, -2.8233], [1.0498, -1.9406, -0.5955], [0.3283, 3.1882, -1.4122], [-0.1917, 0.4131, 0.6816], [-0.6876, -1.0355, 3.6739], [-1.5266, -0.2158, 2.4749], [1.0967, -0.5240, -2.4455], [0.3485, 0.8394, -1.6207]], "lowdin_charge": [-0.425, 0.074, -0.043, -0.119, 0.005, 0.120, 0.116, 0.178, 0.069, 0.052, 0.079, 0.089, 0.158, 0.086, 0.167, 0.109, 0.103, 0.132, 0.050]}

---

No. 4
{"formula": "C5H6N2", "method": "wB97M-V/def2-TZVPD", "homo_ev": -8.569, "e_tot_ha": -303.4922, "elements": ["C", "C", "C", "C", "C", "N", "N", "H", "H", "H", "H", "H", "H"], "xyz": [[0.3732, -1.1110, 0.6225], [-0.3827, -0.1548, 0.0687], [0.6077, 0.6304, -0.7321], [2.1609, -0.0991, -0.4416], [-1.7934, 0.1788, 0.1213], [1.7654, -1.0237, 0.3960], [0.1611, 1.7494, -1.0891], [0.0937, -1.8976, 1.3006], [-1.7622, 1.2403, -0.2204], [-2.2881, -0.4414, -0.5606], [-2.1890, 0.0573, 1.1196], [2.4482, -1.6136, 0.6795], [0.8050, 2.4849, -1.2643]], "lowdin_charge": [-0.063, -0.271, -0.259, 0.056, -0.048, -0.040, 0.150, 0.115, 0.082, 0.068, 0.084, 0.076, 0.050]}

---

No. 5
{"formula": "C31H40F7N2O19S", "method": "wB97M-V/def2-TZVPD", "homo_ev": -1.704, "e_tot_ha": -3841.5951, "charge": -1, "elements": ["C", "C", "C", "C", "C", "C", "C", "F", "C", "C", "C", "C", "S", "C", "N", "N", "C", "O", "H", "H", "H", "H", "H", "H", "H", "H", "H", "H", "H", "H", "H", "H", "H", "H", "H", "H", "H", "H", "H", "H", "C", "C", "O", "C", "O", "O", "F", "H", "H", "H", "C", "C", "O", "C", "O", "O", "F", "H", "H", "H", "C", "C", "O", "C", "O", "O", "F", "H", "H", "H", "C", "C", "O", "C", "O", "O", "F", "H", "H", "H", "C", "C", "O", "C", "O", "O", "F", "H", "H", "H", "C", "C", "O", "C", "O", "O", "F", "H", "H", "H"], "xyz": [[2.4835, -1.2417, -4.5713], [2.7077, -2.4766, -5.4671], [1.6275, -2.7165, -6.5605], [1.9956, -1.8333, -7.7718], [1.4871, -4.1984, -6.9376], [0.8751, -4.4212, -8.3343], [-0.4341, -3.7039, -8.6178], [-1.1618, -4.3038, -9.6906], [0.5706, -4.9852, -5.9718], [0.6853, -4.7387, -4.4695], [-0.3826, -5.4664, -3.6510], [-0.2338, -5.1562, -2.1505], [-1.6340, -4.3519, -1.3119], [-1.5018, -2.7378, -1.9388], [-1.5379, -1.6184, -1.2635], [-1.4781, -0.6010, -2.2182], [-1.3831, -1.1909, -3.3587], [-1.4115, -2.5357, -3.2684], [2.3883, -1.5098, -3.5111], [3.2932, -0.5090, -4.6541], [1.5652, -0.7137, -4.8642], [2.7897, -3.3679, -4.8598], [3.6638, -2.3747, -5.9927], [0.6634, -2.3093, -6.1472], [2.4900, -2.4360, -8.5371], [2.6941, -1.0362, -7.4785], [1.1331, -1.3216, -8.2090], [0.6655, -5.4989, -8.4186], [1.5767, -4.1935, -9.1468], [-0.2828, -2.6617, -8.9183], [-1.1051, -3.7289, -7.7556], [-0.5122, -4.8753, -6.2209], [0.7720, -6.0622, -6.1070], [1.6656, -5.0903, -4.1209], [0.6351, -3.6740, -4.2276], [-0.2794, -6.5458, -3.8085], [-1.3823, -5.1704, -3.9902], [0.6448, -4.5201, -2.0053], [-0.0837, -6.0623, -1.5561], [-1.2701, -0.7427, -4.3365], [-3.8588, -0.8595, 1.0130], [-4.4974, -2.2225, 1.1605], [-5.8530, -1.9000, 1.4337], [-6.1126, -0.6678, 0.9161], [-7.1990, -0.2050, 0.8027], [-4.9660, -0.0687, 0.5466], [-4.0001, -2.9344, 2.2015], [-3.5309, -0.4759, 1.9757], [-3.0336, -0.8422, 0.3080], [-4.4565, -2.8469, 0.2663], [-2.3674, 2.8726, 2.7104], [-0.9824, 2.9856, 3.3190], [-0.9586, 1.9076, 4.2306], [-1.8343, 0.9609, 3.7912], [-1.8997, -0.1466, 4.2043], [-2.6192, 1.4704, 2.8228], [-0.8149, 4.1427, 4.0178], [-3.0942, 3.4137, 3.3184], [-2.4317, 3.1828, 1.6722], [-0.1548, 2.8838, 2.6162], [0.0570, 5.3824, 7.6820], [-0.6477, 6.3003, 6.7018], [0.1973, 7.4418, 6.7012], [1.4436, 7.0533, 7.0648], [2.4155, 7.7288, 6.9720], [1.4217, 5.7947, 7.5447], [-1.8813, 6.6599, 7.1167], [-0.2814, 5.5848, 8.6991], [-0.0434, 4.3266, 7.4517], [-0.7155, 5.9061, 5.6880], [3.8300, 10.0432, 5.4038], [2.5217, 10.1448, 4.6483], [2.8353, 11.0648, 3.6178], [4.1782, 11.0244, 3.3935], [4.7223, 11.5183, 2.4662], [4.7884, 10.3289, 4.3781], [1.5144, 10.6480, 5.3976], [3.8790, 10.8167, 6.1719], [4.0089, 9.0685, 5.8402], [2.1852, 9.2094, 4.1985], [6.0531, -3.9435, -0.8280], [5.9865, -4.0518, -2.3409], [4.6272, -4.3494, -2.5599], [3.9018, -3.8690, -1.5166], [2.7272, -3.7476, -1.5119], [4.7288, -3.5286, -0.4952], [6.7578, -5.0592, -2.8143], [6.2483, -4.9262, -0.3952], [6.7753, -3.2197, -0.4624], [6.2391, -3.1380, -2.8813], [-4.9808, -1.2917, 6.3097], [-5.0400, -0.6673, 7.6919], [-4.4678, 0.6091, 7.4757], [-4.6401, 0.9342, 6.1649], [-4.4541, 2.0121, 5.7083], [-5.0527, -0.1397, 5.4679], [-4.3009, -1.3397, 8.6054], [-4.0233, -1.7920, 6.1574], [-5.8009, -1.9667, 6.0869], [-6.0472, -0.5397, 8.0925]], "lowdin_charge": [-0.113, -0.249, -0.422, -0.097, -0.301, -0.246, -0.209, -0.123, -0.248, -0.242, -0.253, -0.455, 0.958, -0.690, 0.031, 0.049, -0.182, 0.034, 0.051, 0.053, 0.053, 0.063, 0.094, 0.112, 0.067, 0.064, 0.055, 0.099, 0.081, 0.091, 0.096, 0.091, 0.100, 0.111, 0.089, 0.109, 0.096, 0.049, 0.070, 0.134, -0.040, -0.303, 0.124, -0.562, 0.166, 0.078, 0.071, 0.115, 0.103, 0.166, -0.030, -0.296, 0.134, -0.556, 0.184, 0.055, 0.055, 0.144, 0.145, 0.175, -0.036, -0.305, 0.137, -0.545, 0.169, 0.081, 0.085, 0.145, 0.142, 0.155, -0.053, -0.320, 0.129, -0.558, 0.179, 0.071, 0.077, 0.147, 0.116, 0.171, -0.056, -0.314, 0.135, -0.536, 0.181, 0.069, 0.074, 0.141, 0.136, 0.174, -0.038, -0.312, 0.133, -0.556, 0.175, 0.075, 0.075, 0.148, 0.141, 0.171]}

---

The records above give, respectively, energy relative to the best compared isomer or geometry (same formula, charge and spin) values of 0.618; 0.891; 1.125; 3.915; 0.000 eV.